[1]
45
Properties=species:S:1:pos:R:3:forces:R:3:lowdin_charge:R:1 method="wB97M-V/def2-TZVPD" lumo_energy_ha=-0.003 relative_energy_kj_mol=21.4 e_tot_ha=-1055.2150 smiles="C[C@@H]1CN(C(=O)c2ccc(C(=O)c3ccccc3)cc2)C[C@H](C)O1" charge=0
O -3.8143 -1.3524 0.0124 0.155 -0.157 0.082 -0.0778
O -2.2377 2.0470 1.7120 0.079 0.022 0.280 0.0771
O 4.2053 2.2539 -1.2620 -0.070 -0.122 0.104 0.1082
N -2.7936 1.0097 -0.2139 -0.133 0.019 -0.019 -0.0301
C 4.0592 -1.0583 0.0161 0.019 0.150 -0.054 -0.0389
C -4.2040 1.0482 0.1034 -0.179 0.017 0.045 -0.0801
C -4.6704 -0.3565 0.5501 -0.249 0.210 0.235 -0.3512
C 0.0282 1.9722 -0.8766 -0.065 -0.070 0.139 -0.0164
C 3.7209 1.3597 -0.5979 0.071 0.102 -0.094 -0.3176
C 1.7891 0.7909 0.9191 0.083 0.075 -0.139 -0.0139
C 1.3806 1.9479 -1.1504 0.166 -0.065 0.020 0.0058
C -0.4543 1.4039 0.2993 0.353 0.130 0.128 -0.1391
C 4.8775 -2.0745 0.4744 0.024 -0.129 0.016 -0.0742
C -1.8990 1.5036 0.6763 -0.021 0.062 -0.094 -0.4158
C -4.6407 -0.5033 2.0652 0.061 -0.110 -0.448 -0.0237
C 2.2714 1.3378 -0.2683 -0.427 0.208 -0.039 -0.1475
C 4.5493 0.2427 -0.0760 0.401 -0.186 0.028 -0.1599
C 6.1829 -1.8025 0.8521 -0.014 -0.040 -0.004 -0.0803
C 6.6796 -0.5127 0.7524 0.065 0.008 0.011 -0.0726
C -2.7265 -2.3189 -1.8645 -0.338 0.318 0.194 -0.0280
C -3.4162 -1.0800 -1.3111 0.121 -0.025 -0.280 -0.3719
C 0.4376 0.8362 1.2033 -0.235 0.032 -0.039 0.0063
C -2.4668 0.1437 -1.3241 -0.037 -0.281 -0.135 -0.0894
C 5.8711 0.5031 0.2795 -0.146 0.060 -0.028 -0.0128
H -5.6953 -0.5306 0.1753 0.182 0.043 0.040 0.1469
H 6.8150 -2.5984 1.2173 0.046 -0.062 0.032 0.1030
H -3.4261 -3.1493 -1.8906 -0.041 -0.091 -0.055 0.0821
H 6.2432 1.5124 0.1857 0.032 0.077 -0.025 0.1190
H 4.4965 -3.0832 0.5375 -0.025 -0.074 -0.006 0.1040
H -2.5711 0.6848 -2.2737 0.069 -0.096 0.001 0.1339
H -1.8942 -2.5901 -1.2209 0.135 -0.009 0.055 0.0863
H -2.3607 -2.1255 -2.8691 0.078 -0.015 -0.131 0.0842
H -0.6556 2.4500 -1.5626 -0.076 0.021 -0.089 0.1218
H -4.8112 -1.5424 2.3326 -0.065 -0.095 0.065 0.0813
H 0.0596 0.4343 2.1313 -0.033 -0.001 0.098 0.1240
H 2.4749 0.3589 1.6329 0.023 -0.059 0.030 0.1205
H -3.6706 -0.1960 2.4457 0.097 0.058 0.074 0.0790
H 3.0475 -1.2764 -0.2941 -0.068 -0.016 0.022 0.1174
H -1.4340 -0.1943 -1.2237 -0.130 0.005 -0.068 0.1238
H 7.6992 -0.3018 1.0384 0.075 0.020 0.029 0.1043
H -5.4110 0.1159 2.5155 -0.071 0.081 0.079 0.0852
H 1.7721 2.3966 -2.0513 0.035 0.055 -0.054 0.1210
H -4.3478 1.7697 0.9080 -0.071 -0.053 -0.143 0.1268
H -4.3100 -0.8569 -1.9193 0.103 -0.016 0.075 0.1486
H -4.7495 1.3810 -0.7860 0.020 -0.001 0.061 0.1306


[2]
25
Properties=species:S:1:pos:R:3:forces:R:3:mulliken_spin:R:1 method="wB97M-V/def2-TZVPD" multiplicity=5 lumo_energy_ha="-0.040 / -0.126" e_tot_ha=-1804.5247 charge=0
Ir -0.1238 1.8243 -0.6126 -0.117 0.410 -1.184 2.6806
P -1.4125 -1.1732 -0.6757 -0.340 -0.205 -0.056 0.0126
P 1.5052 -1.0320 -0.5659 0.263 -0.061 0.132 0.0061
O 0.6082 2.6377 1.5224 0.167 0.568 0.610 0.1993
O 0.0176 4.7336 1.3862 0.143 0.043 0.242 0.3642
O 2.7373 -1.4787 0.3160 0.129 -0.020 -0.069 0.0023
O 1.5768 0.4334 -0.9072 -0.538 -0.029 0.376 0.0518
O 0.1411 3.6341 -1.9900 0.156 -0.654 0.397 0.0881
O -1.1859 -1.9345 -1.9345 0.385 -0.056 0.044 0.0036
O 1.5730 -1.9406 -1.8405 -0.466 -0.192 -0.225 0.0009
O 0.1162 -2.9838 0.5577 0.076 -0.104 0.163 -0.0010
O -2.6058 -1.7745 0.2048 -0.124 0.130 -0.069 0.0050
O -1.6531 0.3307 -0.7906 0.296 0.114 0.266 0.0770
O -1.5642 3.6937 -0.7995 0.265 -0.445 0.279 0.0474
N 0.5595 3.8036 1.8529 -0.237 -0.343 -0.493 0.4342
N -0.8894 4.2604 -1.6699 -0.278 0.345 -0.116 0.0015
C 0.0389 -1.5811 0.4148 -0.063 0.409 -0.663 0.0212
C -0.0089 -0.9338 1.7823 0.088 -0.177 0.039 0.0081
H -0.8784 -1.3087 2.3200 -0.014 0.020 -0.025 0.0022
H -3.4565 -1.3543 0.0098 0.164 -0.057 0.073 0.0007
H -0.0879 0.1465 1.6911 -0.001 0.140 0.084 -0.0057
H 0.6622 -2.0379 -2.2391 0.209 0.087 0.131 -0.0009
H -0.1615 -3.4089 -0.2656 -0.020 0.050 -0.042 -0.0001
H 0.8917 -1.1824 2.3437 -0.019 0.035 0.028 -0.0005
H 3.6004 -1.3737 -0.1107 -0.120 -0.008 0.077 0.0013